Here is a 6-piece molecular cluster, C48H70BF3N8O9P2S2 overall in a non-equilibrium geometry from OMol25. Energies are from ωB97M-V with the def2-TZVPD basis set.

Geometry as ORCA input:
```
! RIJCOSX wB97M-V def2-TZVPD def2/J DEFGRID3
* xyz 0 1
S 2.9545 -0.4229 -2.8093
S -0.8659 0.9304 -1.2061
P 5.9517 1.0396 2.6150
P -1.1965 1.1427 2.3723
F 1.5767 1.6431 -4.0930
F 3.8508 1.4979 -4.4293
F 2.5335 -0.0306 -5.5380
O -3.6807 0.6751 -6.8614
O 3.7498 0.2964 -1.7097
O 6.2757 1.1961 4.1157
O 0.9601 -0.6527 3.9064
O -4.0200 -1.8515 -6.5411
O 7.2652 0.4569 1.6653
O 5.5706 2.6117 1.9599
O 3.8990 -1.5205 -3.3200
O 1.1831 1.0558 5.0475
N 1.8364 0.2491 4.4360
N -10.8421 -2.9298 5.1860
N 1.6334 5.2455 0.6152
N -5.2433 -1.1009 3.1839
N -0.9343 -2.5597 -6.6834
N 1.5474 -1.2415 -2.2051
N 11.1588 1.5031 -1.4858
N -8.2564 -6.3425 -3.4443
C 0.1122 0.0481 1.4826
C -2.1192 0.1284 -3.7312
C 3.2596 -4.1978 -0.5444
C 3.4374 -2.7828 -0.3477
C 4.4071 -0.0594 2.2913
C -7.4628 -5.8085 -5.8830
C -7.9043 -6.1097 -4.5169
C 1.9882 6.1098 1.2900
C 12.7524 0.3655 0.2549
C 8.6390 1.9865 0.0913
C -11.3079 -4.6168 2.1561
C 14.1632 0.9545 0.2221
C -7.5466 -3.2733 -5.6369
C 11.8592 1.0041 -0.7172
C -2.1334 3.7830 -3.0866
C 2.4325 7.2121 2.1493
C 0.2687 -1.8882 -4.4066
C 2.1818 -1.6755 1.8045
C -2.8601 2.6943 -3.3099
C 2.2620 6.8948 3.6355
C 3.2048 -2.4595 2.7657
C 1.3181 -1.0266 -0.7553
C -2.9486 0.5798 1.7976
C -7.9725 0.5069 5.3523
C -12.1397 -3.4614 1.6133
C -2.1392 -0.7114 -5.0880
C -7.5432 -1.7529 4.2550
C 4.4390 -1.4363 3.1450
C 8.3543 1.4390 1.5991
C 2.2905 -1.8285 0.2375
C -0.8660 -0.0724 -2.7703
C -11.1611 -3.8023 4.5035
C -3.3054 1.1363 -3.3147
C 1.0851 -0.7610 2.4724
C -0.9502 2.9857 1.9062
C 5.3324 3.6857 -0.3834
C -11.5741 -4.9087 3.6336
C -6.2567 -1.3889 3.6524
C -4.0995 1.6083 2.3630
C 0.3415 -1.0422 -3.0446
C 0.2566 -0.0779 -0.0824
C 14.8908 0.6968 -1.0915
C -8.4835 -0.5547 4.3861
C 0.8049 6.7374 4.0521
C 5.0304 2.4434 0.6107
C -0.9527 -1.7399 -5.4363
C 2.6428 0.6941 -4.2798
C -6.6922 -4.4903 -5.9675
B -3.3372 -0.5934 -6.2048
H 3.5065 0.6250 2.5239
H 0.3325 5.8906 3.5461
H 15.9075 1.0957 -1.0424
H 1.1287 -2.6197 -4.6498
H -6.9604 -2.3586 -5.7595
H 0.2316 7.6398 3.8216
H -8.6516 -0.0975 3.4050
H 2.8537 -4.9258 0.2500
H -9.4552 -0.9110 4.7425
H -4.2454 1.0604 -3.9764
H 9.7439 1.7458 -0.2048
H 4.2874 -1.1554 4.2488
H 4.4161 -0.2300 1.1349
H -3.7719 -1.9957 -7.5005
H -3.2376 -0.4590 2.2435
H -7.8079 0.0843 6.3474
H -2.9980 0.4469 0.6512
H -11.0229 -5.8100 3.9210
H 2.7018 -2.7849 3.7611
H 2.8105 5.9824 3.8919
H 0.7390 6.5601 5.1288
H 12.3365 0.4988 1.2591
H -7.0332 0.9468 5.0050
H -1.0419 -1.9754 -7.5269
H 6.4543 3.9813 -0.3440
H -11.9459 -3.3281 0.5457
H -0.3077 3.4359 2.7697
H -12.6359 -5.1259 3.7862
H -8.7038 1.3144 5.4441
H 3.6457 -3.4076 2.2880
H -8.0242 -2.5131 3.6308
H -6.3039 -4.3768 -6.9854
H -4.3612 2.4401 1.6105
H -3.6430 0.8069 -2.2453
H 14.3843 1.1799 -1.9317
H -13.2085 -3.6535 1.7422
H 4.6320 4.5843 -0.1735
H 14.7463 0.5105 1.0362
H 4.4434 -2.2754 -0.6389
H 5.4684 -1.9241 2.9483
H 1.8846 8.1253 1.8968
H 12.7932 -0.7126 0.0707
H -5.8268 -4.5153 -5.2972
H -7.9043 -3.3032 -4.6038
H -1.4644 4.6989 -2.8539
H 2.7054 7.7084 4.2197
H 8.5140 3.1439 0.1039
H -10.2458 -4.4008 1.9995
H -3.7545 2.0818 3.3677
H 14.1263 2.0330 0.4079
H -8.4140 -3.2114 -6.3002
H 9.3187 0.8563 1.9050
H -8.3260 -5.7806 -6.5555
H 3.4902 7.4129 1.9496
H 7.9215 1.5676 -0.7029
H -11.8956 -2.5210 2.1155
H -11.5395 -5.5158 1.5750
H -0.0866 -3.1463 -6.7215
H 3.6068 -4.6284 -1.5672
H 8.1834 2.3057 2.3568
H -3.3666 1.4091 -6.2780
H -5.0807 1.0088 2.5481
H -6.8159 -6.6195 -6.2331
H -1.9588 3.5603 1.9508
H 5.4770 1.4971 0.0989
H -0.3977 3.0949 0.9034
H 3.8764 2.2929 0.6344
H 5.1160 3.3794 -1.4900
H -7.3792 -2.2082 5.2366
H 14.9570 -0.3748 -1.2992
*
```

Results
- E_LUMO: -0.8877 eV
- Gap between HOMO and LUMO: 6.9 eV
- SMILES string: C#CCc1c2c(cc(N)c1B(O)O)N(S(=O)(=O)C(F)(F)F)c1c(C=C)c(CCCP(=O)(OCC)OCC)c(ON=O)c(P(C)CC)c1S2.CCCC#N.CCCC#N.CCCC#N.CCCC#N.CCCC#N
- HOMO energy: -0.2849 Ha
- Energy: -130314.90190 eV

Atom charges from the Löwdin analysis, given in e for atoms 1 to 4: S 0.854; S 0.908; P 0.720; P 0.919